# 1
Formula: C5H8N2O
Source: the Open Molecules 2025 dataset
Level of theory: ωB97M-V/def2-TZVPD

Output
orbital gap: 8.50 eV
SMILES string: CNn1cccc1O

Each line ends with the natural charge from an NBO analysis.
Cartesian coordinates (Å):
1 C 2.31 -0.48 0.56  -0.44
2 C -0.38 -1.41 -0.31  -0.13
3 C -1.71 -1.21 0.09  -0.30
4 C -1.87 0.20 0.24  -0.34
5 C -0.64 0.82 0.08  0.38
6 H 2.10 -1.54 0.67  0.19
7 H 3.43 -0.50 0.10  0.20
8 H 2.51 -0.07 1.58  0.23
9 H 1.60 0.03 -1.45  0.38
10 H 0.25 -2.30 -0.18  0.22
11 H -2.61 -1.92 0.18  0.23
12 H -2.78 0.79 0.84  0.22
13 H 0.63 1.84 -0.17  0.47
14 N 1.39 0.16 -0.50  -0.49
15 N 0.08 -0.25 -0.28  -0.20
16 O -0.20 2.09 -0.01  -0.63


# 2
Formula: C5H8N2O
Source: the Open Molecules 2025 dataset
Level of theory: ωB97M-V/def2-TZVPD

Output
orbital gap (alpha / beta): 6.89 / 6.89 eV

Each line ends with the natural charge from an NBO analysis.
Cartesian coordinates (Å):
1 C -1.56 -1.20 -0.38  -0.65
2 C 1.35 0.36 0.54  0.67
3 C -0.10 1.58 -0.16  0.44
4 N 1.63 -0.41 -0.56  -0.86
5 C -0.37 0.66 0.90  -0.36
6 C -1.14 -0.51 0.87  -0.40
7 N 0.17 2.35 -1.05  -0.58
8 O 2.14 0.68 1.38  -0.59
9 H 0.88 -0.86 -1.06  0.40
10 H 2.51 -0.92 -0.50  0.40
11 H 1.10 2.32 -1.50  0.39
12 H -0.29 1.17 1.86  0.30
13 H -1.27 -1.01 1.82  0.21
14 H -2.50 -1.73 -0.23  0.23
15 H -1.70 -0.50 -1.21  0.20
16 H -0.85 -1.98 -0.74  0.18


# 3
Formula: C5H8N2O
Source: the Open Molecules 2025 dataset
Level of theory: ωB97M-V/def2-TZVPD

Output
orbital gap (alpha / beta): 7.24 / 7.14 eV

Each line ends with the natural charge from an NBO analysis.
Cartesian coordinates (Å):
1 C -0.29 0.69 0.89  -0.17
2 C 1.31 0.05 -1.04  -0.01
3 C 0.91 0.46 0.14  0.04
4 C -2.00 -1.07 0.32  0.15
5 C 1.66 -0.22 -2.27  -0.45
6 N -1.46 0.05 0.88  -0.43
7 N 1.96 1.18 0.83  -0.82
8 O -3.30 -1.22 0.82  -0.72
9 H -0.03 1.23 1.74  0.20
10 H 1.95 0.45 -3.01  0.19
11 H 1.73 -1.14 -2.66  0.19
12 H -1.59 -1.54 -0.67  0.20
13 H -2.00 0.40 1.66  0.42
14 H 2.21 0.99 1.79  0.36
15 H 2.85 1.16 0.37  0.37
16 H -3.93 -1.47 0.19  0.48


# 4
Formula: C5H8N2O
Source: the Open Molecules 2025 dataset
Level of theory: ωB97M-V/def2-TZVPD

Output
orbital gap: 8.84 eV
SMILES string: [H]/N=C(\C=C)[C@@H](N)C=O

Each line ends with the natural charge from an NBO analysis.
Cartesian coordinates (Å):
1 C -0.60 -1.09 0.22  -0.22
2 C -0.75 0.16 -0.60  0.37
3 N 0.00 -2.11 -0.64  -0.83
4 C 0.46 -0.62 1.26  0.40
5 C 0.73 0.94 -0.26  -0.35
6 C 0.75 2.25 0.03  -0.32
7 N -1.76 0.71 -1.09  -0.61
8 O 1.44 -1.34 1.55  -0.54
9 H -1.54 -1.38 0.69  0.20
10 H 0.57 -2.72 -0.04  0.38
11 H -0.72 -2.64 -1.13  0.37
12 H -1.63 1.66 -1.44  0.36
13 H 0.02 0.05 2.02  0.15
14 H 1.52 0.50 -0.87  0.23
15 H -0.04 2.71 0.63  0.19
16 H 1.53 2.90 -0.33  0.21


# 5
Formula: C5H8N2O
Source: the Open Molecules 2025 dataset
Level of theory: ωB97M-V/def2-TZVPD

Output
orbital gap: 7.85 eV

Each line ends with the natural charge from an NBO analysis.
Cartesian coordinates (Å):
1 C -0.63 -2.26 -0.09  -0.64
2 C -0.15 -1.07 -0.91  -0.41
3 C 0.49 0.07 -0.18  0.14
4 C 1.43 1.41 -0.43  -0.32
5 C 0.21 1.87 1.23  0.22
6 H -0.90 -3.66 -1.18  0.19
7 H -1.89 -1.49 0.31  0.29
8 H 0.41 -2.77 1.13  0.24
9 H -0.05 -1.18 -2.25  0.25
10 H 2.59 0.96 -0.54  0.23
11 H 1.28 1.93 -1.44  0.23
12 H -0.53 2.57 1.82  0.23
13 H -1.92 0.55 0.10  0.47
14 N 1.05 2.48 0.46  -0.39
15 N 0.00 0.43 1.00  -0.17
16 O -1.38 0.15 0.96  -0.57


# 6
Formula: C5H8N2O
Source: the Open Molecules 2025 dataset
Level of theory: ωB97M-V/def2-TZVPD

Output
orbital gap: 10.62 eV
SMILES string: C=C(ON)[C@@H](C)C#N

Each line ends with the natural charge from an NBO analysis.
Cartesian coordinates (Å):
1 C 0.27 0.74 0.41  -0.38
2 C 1.46 1.51 -0.20  -0.60
3 C 0.14 -0.68 -0.06  0.32
4 N -2.06 -1.36 0.73  -0.52
5 C 1.01 -1.55 -0.55  -0.43
6 O -1.31 -0.83 -0.38  -0.43
7 C -1.03 1.44 0.03  0.31
8 N -1.85 2.25 -0.12  -0.35
9 H 0.34 0.75 1.50  0.26
10 H -2.00 -2.36 0.53  0.33
11 H -3.04 -1.14 0.56  0.35
12 H 2.36 1.33 0.38  0.22
13 H 1.66 1.21 -1.23  0.22
14 H 1.27 2.59 -0.21  0.24
15 H 0.69 -2.54 -0.84  0.23
16 H 2.08 -1.35 -0.54  0.22


# 7
Formula: C5H8N2O
Source: the Open Molecules 2025 dataset
Level of theory: ωB97M-V/def2-TZVPD

Output
orbital gap: 9.78 eV
SMILES string: O[C@H]1[C@H]2N[C@H]2[C@H]2N[C@@H]12

Each line ends with the natural charge from an NBO analysis.
Cartesian coordinates (Å):
1 C 0.43 -0.80 0.69  0.06
2 C -1.10 -0.61 0.57  -0.10
3 C -1.29 0.83 0.09  -0.09
4 C 0.13 1.50 0.13  -0.09
5 C 1.18 0.52 0.59  -0.14
6 H 1.72 -2.04 -0.45  0.49
7 H 0.55 -1.32 1.82  0.20
8 H -1.80 -1.12 1.30  0.20
9 H -1.07 -0.76 -1.52  0.37
10 H -2.13 1.48 0.28  0.21
11 H 0.22 2.53 0.12  0.22
12 H 1.05 0.02 -1.24  0.37
13 H 2.05 0.76 1.28  0.21
14 N -1.69 -0.33 -0.68  -0.58
15 N 1.23 1.03 -0.79  -0.59
16 O 0.82 -1.63 -0.47  -0.76


# 8
Formula: C5H8N2O
Source: the Open Molecules 2025 dataset
Level of theory: ωB97M-V/def2-TZVPD

Output
orbital gap: 8.95 eV
SMILES string: CCC#CNNC=O

Each line ends with the natural charge from an NBO analysis.
Cartesian coordinates (Å):
1 C 0.43 0.40 -0.42  0.10
2 C -0.56 -0.30 -0.22  -0.04
3 C 2.95 -0.49 0.18  0.48
4 C -2.89 -0.13 0.56  -0.59
5 C -1.92 -0.85 -0.46  -0.47
6 N 1.47 1.28 -0.14  -0.47
7 N 2.81 0.76 -0.28  -0.45
8 O 4.01 -0.76 0.77  -0.60
9 H 2.26 -0.99 0.51  0.15
10 H -2.63 0.11 1.58  0.22
11 H -3.73 -0.68 0.61  0.20
12 H -3.06 0.80 0.06  0.21
13 H -2.37 -0.82 -1.52  0.23
14 H -1.83 -2.01 -0.37  0.23
15 H 1.56 2.22 -0.42  0.39
16 H 3.50 1.47 -0.42  0.41


# 9
Formula: C5H8N2O
Source: the Open Molecules 2025 dataset
Level of theory: ωB97M-V/def2-TZVPD

Output
orbital gap: 10.22 eV
SMILES string: O=C([C@H]1CN1)N1CC1

Each line ends with the natural charge from an NBO analysis.
Cartesian coordinates (Å):
1 C 0.39 -1.08 -0.48  0.68
2 C 0.70 -0.99 1.01  -0.17
3 C 1.11 0.32 1.54  -0.25
4 C -0.97 0.33 -2.03  -0.24
5 C -0.77 1.18 -0.86  -0.24
6 H 0.87 -1.99 1.38  0.23
7 H 1.59 0.12 2.48  0.20
8 H 1.48 1.21 0.96  0.22
9 H -0.61 -0.30 2.56  0.38
10 H -1.79 -0.41 -2.00  0.20
11 H -0.71 0.57 -3.04  0.20
12 H -1.36 1.02 0.02  0.24
13 H -0.11 2.17 -0.96  0.20
14 N -0.26 -0.11 1.62  -0.61
15 N 0.13 0.11 -1.16  -0.46
16 O 0.32 -2.14 -1.05  -0.58


# 10
Formula: C5H8N2O
Source: the Open Molecules 2025 dataset
Level of theory: ωB97M-V/def2-TZVPD

Output
orbital gap: 10.21 eV
SMILES string: N[C@@H]1C=CC/C1=N\O

Each line ends with the natural charge from an NBO analysis.
Cartesian coordinates (Å):
1 C 0.64 -0.78 -0.45  -0.12
2 C 1.54 0.46 -0.34  -0.21
3 C 0.89 1.56 0.00  -0.17
4 C -0.63 1.30 0.30  -0.51
5 C -0.71 -0.17 -0.10  0.20
6 H 1.94 -2.22 0.15  0.35
7 H 1.13 -1.58 1.39  0.35
8 H 0.73 -1.24 -1.48  0.21
9 H 2.62 0.37 -0.53  0.21
10 H 1.21 2.57 0.01  0.21
11 H -0.83 1.52 1.35  0.24
12 H -1.34 1.89 -0.37  0.24
13 H -3.56 -0.82 -0.08  0.48
14 N 1.02 -1.88 0.44  -0.81
15 N -1.77 -0.87 -0.28  -0.11
16 O -2.89 -0.11 -0.02  -0.57